(1)
Molecular formula: C3H4O2
Method: DFT, the ωB97M-V functional and the def2-TZVPD basis

The geometry in ORCA input format:
```
! wB97M-V def2-TZVPD RIJCOSX def2/J DEFGRID3
* xyz 0 1
C 1.37155 -0.61904 0.46649
C 0.72794 0.18677 -0.35695
C -1.26282 0.42948 -0.29625
O -2.16807 -0.48866 -0.79773
O -1.97706 -0.20274 0.60736
H 2.50314 -0.63828 0.45455
H 1.06311 -1.18112 1.36457
H 1.07477 1.06682 -0.95306
H -1.33256 1.44677 -0.48899
*
```

Values from the calculation:
E_HOMO   -9.9 eV
LUMO level   1.07 eV
Kohn-Sham gap   10.94 eV

natural (NBO) population analysis, charges in e, atoms 1 to 5: number 1, C, carries -0.433; number 2, C, carries -0.230; number 3, C, carries 0.378; number 4, O, carries -0.246; number 5, O, carries -0.249

---

(2)
Molecular formula: C7H3N3O8PdSSe
Method: DFT, the ωB97M-V functional and the def2-TZVPD basis

The geometry in ORCA input format:
```
! wB97M-V def2-TZVPD RIJCOSX def2/J DEFGRID3
* xyz -2 3
Pd -0.25826 -0.24536 0.16256
O -0.32441 2.13476 3.75273
C -0.18585 1.69308 2.65297
O -0.23648 0.60774 2.08753
C 0.33166 3.29155 1.40059
O 0.07029 4.28972 2.00220
O 0.87359 2.78062 0.47272
Se 3.48901 -2.44467 2.76904
N 4.72538 -1.52235 1.82182
C 4.02584 -0.83609 0.91932
C 4.57812 0.00478 -0.06552
C 3.72780 0.63324 -0.97062
C 2.36140 0.45620 -0.87580
N 1.77280 -0.30780 0.05471
C 2.55669 -0.99946 0.95220
N 2.06664 -1.82202 1.84199
H 5.65132 0.14832 -0.09940
H 4.11388 1.27368 -1.75278
H 1.68095 0.95119 -1.55402
O -0.68351 -1.17190 -1.59369
S -2.01888 -0.37166 -1.65804
O -3.02886 -1.11644 -2.36520
O -2.29864 -0.31191 -0.14107
O -1.76917 0.95997 -2.18404
*
```

Values from the calculation:
Expectation value of S²   2.032
E_HOMO (alpha / beta)   -0.6 / -3.1 eV
LUMO level (alpha / beta)   4.52 / 4.49 eV
Kohn-Sham gap (alpha / beta)   5.13 / 7.60 eV

natural (NBO) population analysis, charges in e, atoms 1 to 5: number 1, Pd, carries 1.024; number 2, O, carries -0.589; number 3, C, carries 0.769; number 4, O, carries -0.677; number 5, C, carries 0.831

---

(3)
Molecular formula: C12H14NO4P
Method: DFT, the ωB97M-V functional and the def2-TZVPD basis

The geometry in ORCA input format:
```
! wB97M-V def2-TZVPD RIJCOSX def2/J DEFGRID3
* xyz 0 1
N 1.58644 1.79099 1.24542
P 1.84227 0.36528 1.95337
C 0.88951 -1.11481 1.27210
O 0.33094 -2.15095 2.20333
C -0.20278 -3.13096 1.19918
O -0.33226 -4.45730 1.46938
O -0.48451 -2.41584 -0.08973
C -0.38348 -0.95191 0.24708
C -1.89713 -0.71883 0.82614
C -2.09271 0.99987 1.25085
C -1.36787 1.44351 2.76445
O -2.98475 1.28663 2.50479
C 0.02652 -0.32468 -1.23902
C 0.47663 -1.29494 -2.52593
C 0.93322 -0.66372 -4.00681
C 0.97043 0.96968 -4.29272
C 0.53563 1.93341 -3.03974
C 0.07486 1.30239 -1.57269
H 1.20849 2.46121 1.96148
H 3.27134 0.06057 1.79665
H 1.47736 0.52567 3.35837
H 1.70394 -1.67065 0.59788
H -2.10742 -1.20375 1.86891
H -2.75853 -0.82250 0.04287
H -2.05143 1.83824 0.31779
H -1.15747 2.58884 2.97939
H -1.14155 0.59800 3.55134
H 0.53879 -2.46791 -2.46488
H 1.27616 -1.36370 -4.88724
H 1.32485 1.33163 -5.35204
H 0.58587 3.11259 -3.21119
H -0.17685 2.12109 -0.74459
*
```

Values from the calculation:
SMILES   N=[PH2][C@H]1OC(=O)O[C@]1(C[C@@H]1CO1)c1ccccc1
E_HOMO   -8.7 eV
LUMO level   -0.22 eV
Kohn-Sham gap   8.48 eV

natural (NBO) population analysis, charges in e, atoms 1 to 5: number 1, N, carries -1.293; number 2, P, carries 1.255; number 3, C, carries -0.264; number 4, O, carries -0.516; number 5, C, carries 0.960

---

(4)
Molecular formula: C3Br4
Method: DFT, the ωB97M-V functional and the def2-TZVPD basis

The geometry in ORCA input format:
```
! wB97M-V def2-TZVPD RIJCOSX def2/J DEFGRID3
* xyz 0 3
C 0.78441 -0.11496 -0.06400
C -0.42885 0.54910 -0.33889
C -0.55938 -0.43772 0.58615
Br 1.72666 -1.35271 -1.13483
Br -1.28079 1.67907 -1.55212
Br -1.62340 -1.37597 1.71502
Br 2.87204 1.27636 0.58051
*
```

Values from the calculation:
Expectation value of S²   2.008
E_HOMO (alpha / beta)   -7.3 / -9.9 eV
LUMO level (alpha / beta)   0.26 / -3.48 eV
Kohn-Sham gap (alpha / beta)   7.60 / 6.41 eV

natural (NBO) population analysis, charges in e, atoms 1 to 5: number 1, C, carries -0.170; number 2, C, carries -0.153; number 3, C, carries -0.140; number 4, Br, carries 0.076; number 5, Br, carries 0.154

---

(5)
Molecular formula: C32H31N6O4PdSe2
Method: DFT, the ωB97M-V functional and the def2-TZVPD basis

The geometry in ORCA input format:
```
! wB97M-V def2-TZVPD RIJCOSX def2/J DEFGRID3
* xyz 1 5
Pd 0.02509 1.35578 0.86030
C 0.75238 6.55885 2.84316
C 1.46162 5.65723 2.06333
C 1.01800 4.35170 1.93545
C -0.14209 3.93646 2.59088
C -0.86271 4.84556 3.36884
C -0.40582 6.14536 3.48818
N -0.54930 2.60203 2.45732
N -1.52632 2.20625 3.23429
C -1.93202 0.92905 3.05407
C -2.93846 0.37952 3.88246
C -3.29415 -0.92856 3.71594
C -2.65422 -1.70922 2.73372
C -1.70512 -1.11643 1.94614
N -1.37097 0.18064 2.08243
H 1.09642 7.57896 2.94256
H 2.35986 5.97136 1.54860
H 1.55690 3.65152 1.30975
H -1.76179 4.52350 3.87015
H -0.96483 6.84773 4.09204
H -3.38792 1.01397 4.63175
H -4.05857 -1.36603 4.34349
H -2.89197 -2.75340 2.59258
H -1.17580 -1.67394 1.18323
O 3.40645 -1.47916 1.29863
C 3.52977 -0.61484 0.18712
C 3.94959 0.81302 0.59428
C 5.48405 0.87400 0.67380
O 5.90358 -0.17301 1.53615
C 3.41894 1.19413 1.98270
Se 1.70270 0.44965 2.48074
C 3.53915 1.80192 -0.49356
Se 1.64881 1.98245 -0.95283
H 4.28691 -1.57652 1.69060
H 2.54887 -0.61669 -0.29169
H 4.24671 -1.00965 -0.54126
H 5.80997 1.84820 1.05599
H 5.90135 0.73572 -0.32957
H 6.85866 -0.14553 1.64670
H 3.32141 2.27797 2.08317
H 4.11056 0.84373 2.74615
H 4.02661 1.54864 -1.43620
H 3.85293 2.81797 -0.23126
N -1.62249 3.51217 -0.32018
C -1.39866 2.30249 -0.22074
H -2.40842 3.72698 -0.93714
O -2.25379 1.36458 -0.96131
C -1.68071 0.23014 -1.25895
N -2.27966 -0.67346 -2.00902
C -1.41087 -1.84626 -2.16904
C -0.18146 -1.34993 -1.35658
O 0.84612 -1.94658 -1.16998
N -0.47457 -0.10388 -0.82888
C -2.03754 -3.08167 -1.52034
C -1.24582 -4.07044 -0.94796
C -1.83482 -5.20186 -0.40144
C -3.21114 -5.36027 -0.42677
C -4.00274 -4.38173 -1.00836
C -3.41814 -3.24996 -1.55392
C -1.06458 -2.09689 -3.63498
C 0.10914 -2.75923 -3.97465
C 0.38292 -3.04918 -5.30247
C -0.50984 -2.68901 -6.29943
C -1.68560 -2.03721 -5.96336
C -1.96275 -1.74556 -4.63684
H -3.19637 -0.53973 -2.39804
H -0.17092 -3.96265 -0.92664
H -1.20904 -5.96384 0.04306
H -3.66554 -6.24526 -0.00205
H -5.07733 -4.49877 -1.04125
H -4.06091 -2.50822 -2.01013
H 0.80871 -3.05165 -3.20518
H 1.29952 -3.56392 -5.55624
H -0.29310 -2.91899 -7.33370
H -2.39172 -1.75654 -6.73277
H -2.89308 -1.24355 -4.40508
*
```

Values from the calculation:
Expectation value of S²   6.040
E_HOMO (alpha / beta)   -9.1 / -10.6 eV
LUMO level (alpha / beta)   -3.57 / -5.25 eV
Kohn-Sham gap (alpha / beta)   5.51 / 5.39 eV

Löwdin population analysis, charges in e, atoms 1 to 5: number 1, Pd, carries 0.647; number 2, C, carries -0.083; number 3, C, carries -0.080; number 4, C, carries -0.068; number 5, C, carries -0.279

---

(6)
Molecular formula: C4H8N2O
Method: DFT, the ωB97M-V functional and the def2-TZVPD basis

The geometry in ORCA input format:
```
! wB97M-V def2-TZVPD RIJCOSX def2/J DEFGRID3
* xyz 0 1
C 1.02625 0.34157 1.79535
N 0.00636 -0.38988 1.05424
C -0.14907 0.01855 -0.29665
C -0.98499 -0.85620 -1.16504
O -0.83053 -2.20501 -1.05114
C -0.75278 1.36550 -0.76144
N -1.11485 2.45757 -0.55043
H 0.83664 1.42405 1.81155
H 1.06929 -0.03104 2.82167
H 2.00616 0.16828 1.33556
H -0.88176 -0.38448 1.54206
H 0.85518 0.12108 -0.72752
H -0.78994 0.53868 -2.02489
H -2.02554 -0.65278 -1.35941
H -0.01026 -2.42062 -0.57589
*
```

Values from the calculation:
E_HOMO   -8.6 eV
LUMO level   -0.02 eV
Kohn-Sham gap   8.58 eV

natural (NBO) population analysis, charges in e, atoms 1 to 5: number 1, C, carries -0.416; number 2, N, carries -0.616; number 3, C, carries -0.179; number 4, C, carries 0.115; number 5, O, carries -0.661

---

These records have E_tot values of -7264.0611; -107820.2208; -31622.5160; -283274.8796; -184981.5839; -9300.9074 eV, in the order they appear.